(1)
Density functional theory data (ωB97M-V/def2-TZVPD) for C4H8O3 in the gas phase.

Positions of all 15 atoms, in Å:
1 O -1.472 1.645 -0.098
2 C -1.459 0.412 -0.791
3 C -0.924 -0.655 0.180
4 C 0.570 -0.756 -0.014
5 O 1.039 -1.272 -1.011
6 C 1.527 -0.136 0.986
7 O 2.691 0.289 0.338
8 H -1.682 2.350 -0.723
9 H -0.808 0.459 -1.675
10 H -2.459 0.126 -1.142
11 H -1.375 -1.628 -0.038
12 H -1.194 -0.352 1.198
13 H 1.055 0.704 1.506
14 H 1.737 -0.917 1.742
15 H 2.756 -0.267 -0.457

Values from the calculation:
HOMO level in eV: -9.97
Total energy in eV: -10419.5235
M in g mol⁻¹: 104.10
SMILES: O=C(CO)CCO
HOMO-LUMO gap in eV: 10.66
ΔE to the lowest compared entry with this formula, charge and spin in eV: 1.480

***

(2)
Density functional theory data (ωB97M-V/def2-TZVPD) for 2 unconnected molecules or ions with the total composition C4H8O3 in a non-equilibrium geometry.

Positions of all 15 atoms, in Å:
1 C 1.118 0.443 -1.126
2 C 0.467 -0.645 -0.261
3 O 0.874 0.753 1.906
4 C -0.827 -0.502 0.426
5 O -1.105 -1.059 1.471
6 C -1.892 0.233 -0.393
7 O -2.951 0.529 0.087
8 H 2.040 0.838 -0.683
9 H 1.387 -0.012 -2.077
10 H 0.484 1.311 -1.323
11 H 1.199 -1.167 0.354
12 H 1.671 0.364 2.279
13 H -0.105 -1.434 -0.853
14 H 0.178 0.108 2.118
15 H -1.621 0.493 -1.439

Values from the calculation:
HOMO level in eV: -9.84
Total energy in eV: -10418.5070
M in g mol⁻¹: 104.10
SMILES: CCC(=O)C=O.O
HOMO-LUMO gap in eV: 9.37
ΔE to the lowest compared entry with this formula, charge and spin in eV: 2.497

***

(3)
Density functional theory data (ωB97M-V/def2-TZVPD) for C4H8O3 in the gas phase.

Positions of all 15 atoms, in Å:
1 C 1.036 1.372 -0.746
2 C 0.232 0.734 0.323
3 O -1.294 0.183 -0.852
4 C 0.472 -0.561 0.800
5 O -0.076 -0.905 2.013
6 C -0.701 -1.148 -0.425
7 O -1.482 -1.913 0.164
8 H 0.463 2.093 -1.334
9 H 1.829 1.897 -0.206
10 H 1.490 0.637 -1.420
11 H -0.440 1.356 0.905
12 H -2.070 0.255 -0.272
13 H 1.416 -1.035 0.517
14 H -0.822 -1.515 1.780
15 H -0.063 -1.470 -1.264

Values from the calculation:
HOMO level in eV: -9.01
Total energy in eV: -10417.1755
M in g mol⁻¹: 104.10
HOMO-LUMO gap in eV: 9.19
ΔE to the lowest compared entry with this formula, charge and spin in eV: 3.828

***

(4)
Density functional theory data (ωB97M-V/def2-TZVPD) for a molecular structure, C4H8O3.

Positions of all 15 atoms, in Å:
1 C -0.272 0.897 -0.682
2 C -0.621 0.224 0.632
3 O -2.018 0.240 0.859
4 C -0.072 -1.222 0.541
5 O 0.777 -1.321 -0.608
6 C 1.358 -0.152 -0.942
7 O 2.172 0.492 -0.139
8 H -0.837 0.508 -1.531
9 H 1.089 1.121 -0.478
10 H -0.409 1.987 -0.646
11 H -0.101 0.758 1.439
12 H -2.170 0.047 1.792
13 H -0.903 -1.904 0.346
14 H 0.464 -1.535 1.442
15 H 1.544 -0.142 -2.025

Values from the calculation:
HOMO level in eV: -9.30
Total energy in eV: -10416.0684
M in g mol⁻¹: 104.10
HOMO-LUMO gap in eV: 9.97
ΔE to the lowest compared entry with this formula, charge and spin in eV: 4.935

***

(5)
Density functional theory data (ωB97M-V/def2-TZVPD) for C4H8O3 in the gas phase.

Positions of all 15 atoms, in Å:
1 C -2.653 -0.240 0.001
2 O -1.543 0.597 0.318
3 C -0.340 0.103 -0.014
4 O -0.237 -0.988 -0.608
5 C 0.803 0.857 0.425
6 C 2.018 0.486 -0.341
7 O 2.221 -0.908 0.271
8 H -2.547 -1.227 0.459
9 H -3.535 0.267 0.394
10 H -2.748 -0.367 -1.080
11 H 0.672 1.862 0.808
12 H 1.570 -0.417 1.073
13 H 1.935 0.306 -1.416
14 H 2.917 1.051 -0.099
15 H 1.468 -1.383 -0.191

Values from the calculation:
HOMO level in eV: -8.48
Total energy in eV: -10417.6717
M in g mol⁻¹: 104.10
HOMO-LUMO gap in eV: 9.34
ΔE to the lowest compared entry with this formula, charge and spin in eV: 3.332

***

(6)
Density functional theory data (ωB97M-V/def2-TZVPD) for 2 unconnected molecules or ions with the total composition C4H8O3 in a non-equilibrium geometry.

Positions of all 15 atoms, in Å:
1 C -2.666 -0.225 -0.004
2 O -1.551 0.607 0.300
3 C -0.360 0.127 -0.078
4 O -0.249 -0.973 -0.633
5 C 0.767 0.971 0.258
6 C 1.942 0.680 -0.411
7 O 2.255 -1.057 0.413
8 H -2.552 -1.204 0.467
9 H -3.534 0.302 0.393
10 H -2.756 -0.365 -1.085
11 H 0.654 1.855 0.868
12 H 1.711 -0.559 1.074
13 H 1.935 0.237 -1.405
14 H 2.886 1.146 -0.140
15 H 1.524 -1.430 -0.139

Values from the calculation:
HOMO level in eV: -8.73
Total energy in eV: -10418.2708
M in g mol⁻¹: 104.10
SMILES: C=CC(=O)OC.O
HOMO-LUMO gap in eV: 9.61
ΔE to the lowest compared entry with this formula, charge and spin in eV: 2.733

***

(7)
Density functional theory data (ωB97M-V/def2-TZVPD) for C4H8O3 in the gas phase in a non-equilibrium geometry.

Positions of all 15 atoms, in Å:
1 O 0.495 0.396 -2.233
2 C -0.588 0.528 -1.331
3 C -0.316 -0.222 -0.020
4 C -0.118 0.538 1.344
5 O -0.735 -0.034 2.447
6 C 0.992 -0.934 0.125
7 O -0.138 -1.621 -0.307
8 H 0.581 -0.554 -2.401
9 H -0.721 1.596 -1.142
10 H -1.515 0.187 -1.836
11 H 0.943 0.662 1.656
12 H -0.417 1.545 1.049
13 H -1.569 -0.358 2.095
14 H 1.290 -1.275 1.123
15 H 1.750 -0.490 -0.498

Values from the calculation:
HOMO level in eV: -9.25
Total energy in eV: -10416.2304
M in g mol⁻¹: 104.10
SMILES: OCC1(CO)CO1
HOMO-LUMO gap in eV: 10.04
ΔE to the lowest compared entry with this formula, charge and spin in eV: 4.773

***

(8)
Density functional theory data (ωB97M-V/def2-TZVPD) for a molecular structure, C4H8O3.

Positions of all 15 atoms, in Å:
1 C -0.966 0.782 -1.146
2 C -0.666 -0.489 -0.378
3 O -0.039 -1.415 -1.228
4 C 0.343 -0.330 0.773
5 O 0.709 -1.478 1.347
6 C 1.500 0.643 0.573
7 O 1.648 1.663 1.194
8 H -1.672 0.566 -1.952
9 H -1.407 1.539 -0.487
10 H -0.053 1.192 -1.593
11 H -1.587 -0.907 0.060
12 H 0.273 -2.124 -0.635
13 H -0.361 0.438 1.670
14 H -0.053 -0.392 1.976
15 H 2.233 0.258 -0.161

Values from the calculation:
HOMO level in eV: -9.59
Total energy in eV: -10415.6038
M in g mol⁻¹: 104.10
HOMO-LUMO gap in eV: 9.96
ΔE to the lowest compared entry with this formula, charge and spin in eV: 5.400

***

(9)
Density functional theory data (ωB97M-V/def2-TZVPD) for 2 unconnected molecules or ions with the total composition C4H8O3.

Positions of all 15 atoms, in Å:
1 C 2.107 -0.336 1.478
2 O 2.133 0.698 0.855
3 C 0.447 -0.128 -1.221
4 O 0.812 -1.283 -1.282
5 C -0.593 0.313 -0.211
6 C -1.887 0.690 -0.936
7 O -0.791 -0.717 0.725
8 H 1.985 -1.314 0.980
9 H 2.211 -0.353 2.579
10 H 0.818 0.633 -1.931
11 H -0.197 1.190 0.314
12 H -1.726 1.520 -1.633
13 H -2.636 0.993 -0.201
14 H -2.279 -0.168 -1.494
15 H -0.476 -1.526 0.285

Values from the calculation:
HOMO level in eV: -10.16
Total energy in eV: -10418.9075
M in g mol⁻¹: 104.10
SMILES: C[C@@H](O)C=O.C=O
HOMO-LUMO gap in eV: 10.99
ΔE to the lowest compared entry with this formula, charge and spin in eV: 2.096

***

(10)
Density functional theory data (ωB97M-V/def2-TZVPD) for C4H8O3 in the gas phase.

Positions of all 15 atoms, in Å:
1 O 1.497 1.268 0.963
2 C 1.234 1.132 -0.413
3 C -0.251 0.870 -0.691
4 C -0.762 -0.375 -0.058
5 O -0.151 -1.506 -0.228
6 C -1.882 -0.547 0.847
7 O -2.105 -1.769 1.162
8 H 1.496 0.389 1.364
9 H 1.844 0.344 -0.873
10 H 1.516 2.083 -0.873
11 H -0.405 0.771 -1.772
12 H -0.852 1.715 -0.338
13 H -0.912 0.014 1.436
14 H -2.640 0.246 0.909
15 H -0.837 -2.120 0.288

Values from the calculation:
HOMO level in eV: -9.29
Total energy in eV: -10417.8074
M in g mol⁻¹: 104.10
HOMO-LUMO gap in eV: 9.90
ΔE to the lowest compared entry with this formula, charge and spin in eV: 3.196

***

(11)
Density functional theory data (ωB97M-V/def2-TZVPD) for 3 unconnected molecules or ions with the total composition C4H8O3 in a non-equilibrium geometry.

Positions of all 15 atoms, in Å:
1 C -0.107 0.313 -1.621
2 C -0.299 -0.616 -0.462
3 O -1.461 -1.342 -0.562
4 C 0.372 -0.816 0.693
5 O 1.727 -0.977 0.737
6 C 0.898 1.652 1.298
7 O 1.961 1.439 1.653
8 H -1.111 0.651 -1.917
9 H 0.467 1.205 -1.352
10 H 0.338 -0.160 -2.499
11 H -1.906 0.980 0.346
12 H -1.252 -2.146 -0.066
13 H -0.222 -1.083 1.577
14 H 2.095 -0.645 1.563
15 H -1.500 1.543 0.611

Values from the calculation:
HOMO level in eV: -8.06
Total energy in eV: -10416.9753
M in g mol⁻¹: 104.10
HOMO-LUMO gap in eV: 8.92
ΔE to the lowest compared entry with this formula, charge and spin in eV: 4.028

***

(12)
Density functional theory data (ωB97M-V/def2-TZVPD) for 2 unconnected molecules or ions with the total composition C4H8O3 in a non-equilibrium geometry.

Positions of all 15 atoms, in Å:
1 O -1.119 -2.209 -1.307
2 C -0.779 -1.721 -0.268
3 C 0.140 -0.527 -0.151
4 C 0.809 -0.308 1.222
5 C 0.247 0.935 1.901
6 O 0.935 1.779 2.396
7 H -1.241 -2.006 0.703
8 H 0.918 -0.546 -0.906
9 H -0.530 0.298 -0.368
10 H 1.853 -0.070 1.025
11 H 0.813 -1.077 1.993
12 H -0.865 0.963 1.855
13 H 0.172 1.074 -3.080
14 H -0.742 2.182 -2.467
15 O -0.610 1.234 -2.547

Values from the calculation:
HOMO level in eV: -9.81
Total energy in eV: -10418.9823
M in g mol⁻¹: 104.10
SMILES: O=CCCC=O.O
HOMO-LUMO gap in eV: 10.40
ΔE to the lowest compared entry with this formula, charge and spin in eV: 2.021

***

(13)
Density functional theory data (ωB97M-V/def2-TZVPD) for C4H8O3 in the gas phase in a non-equilibrium geometry.

Positions of all 15 atoms, in Å:
1 C 0.845 -0.473 0.590
2 C 0.542 0.265 -0.658
3 C 0.156 -1.803 0.784
4 C -0.870 2.114 -0.211
5 O 1.713 -0.403 -0.680
6 O -0.475 -0.322 -1.504
7 O 0.429 1.660 -0.690
8 H 1.278 0.072 1.437
9 H -0.898 -1.695 1.125
10 H 0.578 -2.209 1.734
11 H 0.316 -2.571 -0.020
12 H -0.622 3.187 -0.412
13 H -0.969 1.672 0.815
14 H -1.817 1.807 -0.799
15 H -0.206 -1.301 -1.513

Values from the calculation:
HOMO level in eV: -9.95
Total energy in eV: -10417.7398
M in g mol⁻¹: 104.10
SMILES: CO[C@@]1(O)O[C@@H]1C
HOMO-LUMO gap in eV: 10.78
ΔE to the lowest compared entry with this formula, charge and spin in eV: 3.264

***

(14)
Density functional theory data (ωB97M-V/def2-TZVPD) for 2 unconnected molecules or ions with the total composition C4H8O3.

Positions of all 15 atoms, in Å:
1 C -0.918 0.852 2.450
2 O -0.201 -0.089 1.652
3 C 0.205 0.359 0.462
4 O -0.134 1.393 -0.054
5 C 1.232 -0.659 -0.036
6 C -0.036 -0.619 -2.409
7 O 2.361 -0.335 -0.301
8 H -0.336 1.771 2.552
9 H -1.040 0.364 3.414
10 H -1.888 1.088 2.007
11 H 0.870 -1.704 -0.054
12 H -0.807 -0.971 -1.710
13 H 0.276 -1.437 -3.054
14 H -0.448 0.208 -2.976
15 H 0.863 -0.222 -1.942

Values from the calculation:
HOMO level in eV: -10.14
Total energy in eV: -10418.9362
M in g mol⁻¹: 104.10
SMILES: COC(=O)C=O.C
HOMO-LUMO gap in eV: 10.60
ΔE to the lowest compared entry with this formula, charge and spin in eV: 2.067

***

(15)
Density functional theory data (ωB97M-V/def2-TZVPD) for C4H8O3 in the gas phase.

Positions of all 15 atoms, in Å:
1 C -0.885 1.657 1.844
2 O -1.020 0.608 0.882
3 C 0.126 0.097 0.423
4 O 1.227 0.456 0.781
5 C -0.102 -1.002 -0.605
6 C 0.530 -0.609 -1.930
7 O 0.430 -2.206 -0.099
8 H -0.323 1.320 2.719
9 H -1.901 1.930 2.125
10 H -0.368 2.511 1.401
11 H -1.174 -1.159 -0.718
12 H 0.030 0.272 -2.343
13 H 0.458 -1.435 -2.642
14 H 1.588 -0.366 -1.782
15 H 1.386 -2.073 -0.055

Values from the calculation:
HOMO level in eV: -10.31
Total energy in eV: -10420.1677
M in g mol⁻¹: 104.10
SMILES: COC(=O)[C@@H](C)O
HOMO-LUMO gap in eV: 11.19
ΔE to the lowest compared entry with this formula, charge and spin in eV: 0.836

***

(16)
Density functional theory data (ωB97M-V/def2-TZVPD) for C4H8O3 in the gas phase.

Positions of all 15 atoms, in Å:
1 C 0.855 -0.076 2.239
2 O 1.348 0.906 1.350
3 C 0.445 1.247 0.345
4 C 0.194 0.088 -0.620
5 O 0.914 -0.872 -0.745
6 O -0.941 0.265 -1.317
7 C -1.286 -0.847 -2.151
8 H 1.698 -0.413 2.847
9 H 0.455 -0.944 1.700
10 H 0.079 0.339 2.900
11 H -0.520 1.607 0.740
12 H 0.897 2.066 -0.227
13 H -0.472 -1.085 -2.838
14 H -1.481 -1.726 -1.528
15 H -2.185 -0.555 -2.696

Values from the calculation:
HOMO level in eV: -10.07
Total energy in eV: -10419.5682
M in g mol⁻¹: 104.10
SMILES: COCC(=O)OC
HOMO-LUMO gap in eV: 10.93
ΔE to the lowest compared entry with this formula, charge and spin in eV: 1.435

***

(17)
Density functional theory data (ωB97M-V/def2-TZVPD) for C4H8O3 in the gas phase in a non-equilibrium geometry.

Positions of all 15 atoms, in Å:
1 C 0.203 2.475 -0.113
2 C -0.247 1.197 0.541
3 O 0.570 0.147 -0.030
4 C 0.184 -1.055 0.344
5 O -0.610 -1.236 1.262
6 C 0.475 -2.195 -0.610
7 O -0.870 -2.531 -0.889
8 H 1.258 2.657 0.110
9 H 0.080 2.402 -1.197
10 H -0.392 3.315 0.257
11 H -1.293 0.955 0.323
12 H -0.131 1.196 1.628
13 H 1.024 -1.880 -1.504
14 H 1.010 -3.040 -0.154
15 H -1.261 -2.406 0.032

Values from the calculation:
HOMO level in eV: -10.39
Total energy in eV: -10419.6542
M in g mol⁻¹: 104.10
SMILES: CCOC(=O)CO
HOMO-LUMO gap in eV: 11.30
ΔE to the lowest compared entry with this formula, charge and spin in eV: 1.349